Entry 1:
This record from OMol25 describes a structure of composition C45H37BrN5O7P2SiY. The level of theory is ωB97M-V with the def2-TZVPD basis set.

Properties
LUMO energy   -0.0282 Eh
E_HOMO   -0.2408 hartree
E   -6122.465043 Ha

Geometry (Å):
Y  0.0104  -0.2280  0.0466
C  -1.6540  -0.7106  4.4837
C  -0.8432  -1.7244  4.9544
C  -0.1555  -2.5125  4.0434
C  -0.3038  -2.2553  2.6930
N  -1.0704  -1.2549  2.2327
C  -1.7196  -0.5021  3.1151
C  0.3477  -3.0860  1.6424
C  1.0503  -4.2534  1.9086
C  1.5437  -4.9849  0.8427
C  1.2689  -4.5890  -0.4553
C  0.5389  -3.4258  -0.6445
N  0.1512  -2.6755  0.3888
C  0.0234  -2.9753  -1.9712
C  0.1455  -3.7502  -3.1114
C  -0.4663  -3.3279  -4.2798
C  -1.2132  -2.1630  -4.2582
C  -1.2742  -1.4439  -3.0756
N  -0.6544  -1.8163  -1.9598
H  -2.1945  -0.0601  5.1561
H  -0.7304  -1.8955  6.0166
H  0.4984  -3.2986  4.3895
H  -2.2904  0.3226  2.7075
H  1.2101  -4.5889  2.9215
H  2.1192  -5.8831  1.0242
H  1.6243  -5.1692  -1.2937
H  0.7192  -4.6646  -3.1008
H  -0.3648  -3.9089  -5.1864
H  -1.7299  -1.8041  -5.1372
H  -1.8308  -0.5169  -3.0206
O  1.0396  0.9423  3.7836
P  1.9559  0.8791  2.4744
O  3.3779  1.0844  2.7338
O  1.4887  -0.3484  1.6900
O  1.3664  2.1381  1.5588
P  -0.1614  2.6614  1.6949
O  -0.1915  3.8584  0.6281
O  -0.4336  3.1288  3.0721
O  -1.0058  1.5570  1.0956
H  0.5727  1.8006  3.8825
H  0.0723  4.6865  1.0484
Br  2.8256  5.9794  -3.9499
C  1.9581  4.2387  -3.7348
C  0.4791  4.4249  -3.8249
C  -0.3717  3.5451  -3.3062
C  0.1204  2.3053  -2.6423
C  1.4879  2.4470  -1.9319
C  2.4767  3.4803  -2.4982
N  -0.8042  1.5686  -1.7811
C  -2.0040  1.9264  -1.6109
C  -2.9790  1.0829  -0.8762
C  -4.2959  1.5031  -0.7919
C  -5.2263  0.6833  -0.1702
C  -4.8068  -0.5366  0.3271
C  -3.4658  -0.8767  0.2023
N  -2.5675  -0.0891  -0.3729
H  0.1094  5.2807  -4.3756
H  -1.4320  3.6989  -3.4692
H  1.4532  2.3966  -0.8456
H  3.0355  4.0610  -1.7706
H  -2.4122  2.8469  -2.0260
H  -4.5815  2.4610  -1.2061
H  -6.2593  0.9929  -0.0834
H  -5.4957  -1.2142  0.8111
H  -3.0908  -1.8139  0.5955
C  1.6997  2.4007  -5.5717
C  2.6236  3.1436  -4.6691
C  3.1070  2.3814  -3.3980
C  2.1152  1.3328  -2.8170
C  0.7813  1.2232  -3.6149
C  0.8343  1.5249  -5.0732
Si  2.5531  -0.2236  -1.8079
C  2.8624  -1.6347  -3.0523
C  3.3467  -2.8559  -2.5621
C  3.5565  -3.9465  -3.3940
C  3.2647  -3.8526  -4.7498
C  2.7897  -2.6536  -5.2614
C  2.6012  -1.5597  -4.4226
C  4.3036  0.1977  -1.1975
C  5.4707  -0.3434  -1.7493
C  6.7286  0.0660  -1.3262
C  6.8512  1.0312  -0.3356
C  5.7093  1.5832  0.2244
C  4.4577  1.1699  -0.2075
H  1.7325  2.6022  -6.6366
H  3.4512  3.5800  -5.2231
H  4.1635  2.1266  -3.3680
H  0.2954  0.2629  -3.4641
H  0.1532  0.9934  -5.7311
H  3.5836  -2.9399  -1.5043
H  3.9585  -4.8700  -2.9902
H  3.4291  -4.6998  -5.4047
H  2.5824  -2.5638  -6.3217
H  2.2539  -0.6250  -4.8501
H  5.4016  -1.0927  -2.5297
H  7.6141  -0.3720  -1.7722
H  7.8318  1.3429  0.0032
H  5.7859  2.3158  1.0178
H  3.5859  1.6051  0.2633

Forces on the atoms, in the same order (eV/Å):
-0.350 -0.056 -0.249
0.034 -0.036 0.042
-0.007 0.011 -0.038
-0.023 0.010 0.048
-0.023 -0.003 -0.096
0.077 -0.041 0.164
-0.056 0.034 -0.034
0.004 -0.028 0.012
0.006 0.025 -0.010
0.016 -0.018 0.033
0.022 -0.012 -0.025
-0.044 0.073 -0.082
-0.077 -0.105 -0.004
-0.014 0.059 0.168
-0.015 -0.058 -0.076
-0.021 0.007 0.052
0.017 -0.023 0.014
-0.016 -0.006 -0.030
0.175 -0.150 0.006
-0.009 0.006 -0.012
-0.003 -0.004 -0.001
0.001 -0.002 0.011
0.017 -0.002 -0.013
0.011 0.000 0.001
-0.001 0.003 -0.004
-0.022 0.012 0.002
-0.014 0.025 -0.001
-0.003 0.004 -0.001
-0.003 0.002 -0.001
-0.004 -0.003 -0.001
0.001 -0.015 -0.091
0.065 0.009 0.181
0.022 -0.048 -0.024
0.060 0.248 -0.084
-0.085 0.050 0.185
0.144 0.186 0.005
-0.019 -0.033 0.089
-0.029 -0.019 0.037
0.240 -0.134 -0.073
-0.015 -0.004 0.007
-0.002 0.000 -0.039
0.016 0.019 0.000
-0.027 -0.001 -0.011
0.026 -0.010 0.002
-0.027 -0.027 0.002
0.012 0.100 -0.086
-0.094 0.050 0.044
0.032 -0.039 -0.004
-0.003 -0.180 0.091
-0.032 -0.049 0.008
0.030 0.071 -0.078
-0.033 0.012 0.006
0.027 -0.017 -0.001
-0.022 0.040 -0.018
0.020 -0.059 0.038
0.102 0.109 -0.119
0.003 0.002 0.005
0.016 0.023 -0.014
0.028 -0.002 0.023
-0.015 0.011 -0.001
0.000 -0.006 0.003
0.000 -0.004 0.003
-0.002 -0.005 0.004
0.017 -0.014 0.000
-0.002 0.004 -0.001
0.037 0.059 -0.002
-0.013 -0.062 0.013
-0.041 0.031 -0.020
0.042 -0.025 -0.057
0.018 0.084 -0.043
-0.053 -0.056 0.034
-0.146 0.037 0.124
0.001 -0.064 0.034
-0.004 0.008 -0.065
0.011 -0.009 0.055
0.003 -0.015 -0.036
-0.003 0.031 -0.002
-0.025 -0.016 0.021
0.052 -0.042 -0.027
-0.026 0.036 0.001
-0.022 -0.015 -0.010
0.020 -0.017 -0.013
0.024 0.026 0.018
-0.031 -0.007 0.000
-0.010 -0.011 0.002
0.003 0.018 0.014
-0.002 0.007 0.004
0.015 0.013 0.022
0.007 0.012 -0.019
0.006 -0.021 -0.011
-0.002 0.006 -0.002
0.001 -0.001 0.002
0.000 0.006 -0.004
0.022 -0.024 -0.019
0.005 -0.002 0.002
0.005 0.006 0.008
-0.006 0.002 -0.002
-0.018 -0.001 -0.003
-0.002 0.010 0.017


Entry 2:
This record from OMol25 describes a structure of composition C45H37EuF9N3O2PS at a distorted geometry. The level of theory is ωB97M-V with the def2-TZVPD basis set.

Properties
LUMO energy (alpha / beta)   -0.1939 / -0.1929 Eh
E_HOMO (alpha / beta)   -0.4885 / -0.5165 hartree
Net charge   +2
⟨S²⟩   15.76
Spin multiplicity   8
E   -4400.005926 Ha

Geometry (Å):
Eu  3.7105  -21.3686  7.5713
C  2.5570  -23.7030  10.8814
C  3.4146  -23.6865  9.6769
C  2.9449  -24.1521  8.4388
C  3.8709  -24.3541  7.3833
C  5.1831  -23.8681  7.5254
C  5.6482  -23.3486  8.7560
C  4.7697  -23.2270  9.8060
H  2.4083  -24.7401  11.2228
H  1.5373  -23.3582  10.6076
H  3.0214  -23.0765  11.6859
H  1.8433  -24.2061  8.2690
H  3.4942  -24.6465  6.3932
H  5.8316  -23.7387  6.6435
H  6.6455  -22.9028  8.7857
H  5.0332  -22.6562  10.7235
C  0.2720  -22.3949  4.2547
N  0.3553  -21.0999  5.0108
C  -0.3731  -19.9682  4.6698
C  -0.1811  -18.8348  5.3930
C  0.8547  -18.7984  6.3967
N  1.6341  -19.8550  6.5739
C  1.3285  -21.0326  5.9535
O  2.0253  -22.1164  6.1353
N  1.0349  -17.6583  7.1408
H  0.2237  -23.2439  4.9293
H  1.1871  -22.4833  3.6616
H  -0.6615  -22.4173  3.6687
H  -0.9194  -20.0586  3.7272
H  -0.8797  -18.0277  5.2825
H  0.4189  -16.8397  6.9498
H  1.8371  -17.5289  7.7529
F  3.8925  -22.8715  -0.7713
C  4.6802  -21.7019  -0.5649
F  5.8048  -21.9293  -1.3400
F  3.9799  -20.7084  -1.2295
C  4.9343  -21.3295  0.8467
C  4.9278  -22.3274  1.8566
C  5.0898  -21.9701  3.1651
C  5.3372  -20.5928  3.5227
C  5.4026  -19.6374  2.4957
C  5.3083  -20.0454  1.1741
P  5.6075  -20.0979  5.2888
C  7.4203  -20.3625  5.4005
C  7.9258  -21.1047  6.4838
C  9.2155  -21.5719  6.4019
C  10.1200  -21.0064  5.4121
C  9.5951  -20.1160  4.4565
C  8.2486  -19.7567  4.4488
C  11.6036  -21.2483  5.4588
F  12.2671  -20.0579  5.5997
F  12.0968  -21.7542  4.2429
F  12.0493  -22.0922  6.3912
C  5.5799  -18.2825  5.2009
C  6.6761  -17.4555  5.5472
C  6.4814  -16.0735  5.6227
C  5.2602  -15.4982  5.3802
C  4.2157  -16.2949  4.7999
C  4.3584  -17.6773  4.7615
C  5.0766  -14.0840  5.7623
F  5.4820  -13.1910  4.7746
F  3.7623  -13.6865  6.0038
F  5.7709  -13.6751  6.8808
H  4.7821  -23.3709  1.5530
H  5.1126  -22.7180  3.9451
H  5.5873  -18.6078  2.7124
H  5.6169  -19.2836  0.4131
H  7.2104  -21.5101  7.2201
H  9.5848  -22.3721  7.0209
H  10.2570  -19.7026  3.7113
H  7.9210  -19.0968  3.6921
H  7.5993  -17.8619  5.8296
H  7.2874  -15.4090  5.8086
H  3.3546  -15.8378  4.3690
H  3.5862  -18.3080  4.3100
O  4.5368  -19.6529  9.0495
S  5.1132  -18.2918  8.5667
C  4.1512  -17.0297  9.5339
C  3.6566  -17.6116  10.6879
C  2.9449  -16.8182  11.6327
C  2.7210  -15.4598  11.3551
C  3.3275  -14.8553  10.2050
C  4.0315  -15.6194  9.2925
C  6.7141  -18.1872  9.4677
C  6.9938  -19.2477  10.2881
C  7.9190  -19.0719  11.3468
C  8.7032  -17.9224  11.3106
C  8.5623  -17.0144  10.2813
C  7.5910  -17.1620  9.3141
H  3.9361  -18.6580  10.9093
H  2.5227  -17.3117  12.5159
H  2.2136  -14.8676  12.1264
H  3.2318  -13.7638  10.0470
H  4.4673  -15.2372  8.4286
H  6.3941  -20.1388  10.2265
H  8.0157  -19.7466  12.1566
H  9.3558  -17.6669  12.1660
H  9.1616  -16.1009  10.2923
H  7.5562  -16.4276  8.5066

Forces on the atoms, in the same order (eV/Å):
0.503 0.087 0.551
-0.810 0.630 0.504
1.261 0.119 -0.280
0.285 0.134 -0.316
-0.414 1.304 -0.040
0.175 -0.161 -0.182
-0.097 0.476 -1.170
-1.159 0.111 0.669
0.296 0.371 0.064
0.498 0.044 0.457
-0.741 -0.649 -0.542
1.060 -0.603 0.206
0.287 -0.014 0.525
-0.224 -0.667 0.453
-0.251 -0.294 0.204
-0.020 -0.848 -0.602
-0.456 0.550 -0.073
-0.495 -0.194 -0.675
1.380 -0.699 0.251
-0.377 -0.302 0.217
-0.582 1.157 0.280
0.321 -1.101 0.456
1.116 -1.173 -0.473
-1.422 2.293 -0.025
-0.764 -0.355 -1.194
0.080 0.228 0.253
-0.392 -0.058 -0.138
0.613 0.293 0.017
-0.390 0.127 0.716
0.159 0.459 -0.285
0.981 -1.125 0.300
-0.345 -0.185 -0.185
1.470 2.078 1.198
-1.070 -1.165 -4.048
-1.178 0.431 1.540
0.904 -1.007 1.133
0.672 -1.138 1.011
-0.594 0.115 -1.335
0.749 1.779 1.100
-0.730 -0.511 -0.668
0.274 -1.477 0.679
0.263 1.391 -1.008
0.682 -0.155 -0.510
-0.465 0.923 0.585
-0.905 -0.883 -1.310
2.286 0.945 -1.243
-2.216 -0.318 1.084
0.551 -0.200 0.669
1.062 -2.064 1.032
2.080 -0.098 -1.958
-0.733 -0.870 0.249
-1.096 0.573 1.421
-0.712 0.434 -0.022
-0.411 1.223 -0.246
-2.506 0.158 -0.389
-0.106 -0.615 -0.167
-1.381 -1.459 -0.525
1.199 0.026 0.939
1.165 0.204 0.146
-0.770 4.449 -0.400
-0.185 -1.478 0.873
1.410 -1.391 -0.200
-0.554 -1.208 -1.027
-0.074 0.461 0.239
-0.081 -0.145 0.035
0.218 0.398 0.047
-0.891 -0.898 0.445
0.538 0.234 -0.372
0.136 0.167 0.478
0.150 0.109 -0.031
-0.604 0.424 -0.652
1.116 -0.478 0.233
0.772 0.290 0.617
-0.602 0.364 0.100
0.134 0.289 0.263
0.352 1.047 -0.658
0.125 0.372 0.421
0.226 0.014 0.677
-0.122 0.439 1.060
-0.102 -0.116 -1.199
1.108 -0.357 -0.047
-0.715 0.110 0.808
-0.517 -2.498 1.092
-1.095 -1.372 -1.194
0.101 -0.266 2.142
-0.016 0.923 -1.925
-0.063 0.032 1.327
0.684 0.799 0.060
0.400 1.607 -0.351
-0.555 0.700 -0.093
0.280 0.423 -0.284
0.101 -0.068 -0.639
0.039 -0.840 0.085
0.651 0.943 -1.261
-0.270 -0.072 0.219
0.067 -0.825 0.392
-0.274 -0.344 -0.710
-0.005 -0.419 -0.190
-0.445 -0.094 0.315


Ordered relative energy (zero: lowest compared OMol25 entry of this formula, charge and spin) results: 3.936 1.962; unit eV.